Entry 1:
DFT (ωB97M-V/def2-TZVPD) results for a molecular structure, C17H33NaO16 at a distorted geometry.

Frontier orbital gap ... 6.31 eV
Energy relative to the best compared isomer or geometry (same formula, charge and spin) ... 3.53 kcal per mole
Calculated total energy ... -55341.4022 eV

Element x y z (Å)
Na -0.92837 0.99524 0.45903
C -3.34052 3.81273 -0.21802
O -2.66859 2.67045 0.16106
H -2.73472 4.73817 -0.18030
H -3.79661 3.73959 -1.22075
H -4.16788 4.04651 0.47639
C 4.19084 -2.94986 2.11299
C 3.31327 -3.42528 0.96869
C 2.07074 -4.23986 1.29158
O 0.96729 -3.44545 0.83620
C 1.43351 -2.25066 0.41263
O 0.76492 -1.32026 0.12502
O 2.77196 -2.27806 0.29035
H 4.93227 -2.18818 1.89568
H 4.67605 -3.82414 2.55539
H 3.54072 -2.54387 2.89450
H 3.89990 -3.97489 0.22718
H 1.94119 -4.38824 2.36896
H 2.04158 -5.23073 0.84396
C -3.36551 -1.79673 2.28585
O -2.48540 -1.82315 3.41975
C -1.34948 -1.16227 3.29000
O -1.14899 -0.20405 2.60595
O -0.44356 -1.74551 4.09620
C 0.89842 -1.28015 3.91535
H -4.23164 -2.38904 2.55201
H -2.85810 -2.19558 1.40751
H -3.61937 -0.76010 2.06066
H 1.32105 -1.77786 3.04208
H 1.43643 -1.51804 4.82679
H 0.89520 -0.20911 3.71360
C -0.63414 3.47170 -2.93054
O 0.21041 2.49614 -3.54432
C 0.56681 1.44465 -2.80992
O 0.29681 1.30107 -1.65153
O 1.30804 0.66603 -3.57077
C 1.54522 -0.66887 -3.17415
H 0.03466 4.09118 -2.32100
H -1.40074 3.03372 -2.29338
H -1.07587 4.14048 -3.66307
H 1.63110 -0.73497 -2.08710
H 2.48453 -1.03127 -3.58603
H 0.75569 -1.34254 -3.50750
C -1.95019 -3.28777 -1.57186
O -2.54756 -2.27707 -2.36847
C -2.59479 -1.04507 -1.85814
O -2.10853 -0.74469 -0.80687
O -3.19319 -0.26998 -2.72268
C -3.54950 1.04846 -2.27145
H -2.53176 -3.38786 -0.65485
H -0.93199 -3.02391 -1.28197
H -1.94263 -4.19814 -2.15994
H -4.45750 1.02007 -1.66946
H -3.67519 1.63162 -3.17814
H -2.78683 1.46899 -1.60812
C 0.26735 4.52180 0.80370
O 1.54966 4.16001 0.27771
C 1.97546 2.94583 0.48331
O 1.39718 2.09164 1.10219
O 3.11664 2.76391 -0.17658
C 3.52802 1.40598 -0.34395
H 0.23833 5.61095 0.78998
H 0.16962 4.30375 1.86803
H -0.51736 4.05716 0.21013
H 3.90759 0.96610 0.57500
H 4.29348 1.44204 -1.11276
H 2.66458 0.84724 -0.70173

Entry 2:
DFT (ωB97M-V/def2-TZVPD) results for a molecular structure, C17H34AlCl12OS at a distorted geometry.

Total charge ... -1
Frontier orbital gap ... 6.51 eV
Calculated total energy ... -187931.4815 eV

Element x y z (Å)
C 1.83276 5.56186 0.19850
C 2.67342 5.11378 -1.01904
C 2.73634 3.58566 -1.10037
C 3.94899 3.04366 -1.86970
C 4.48180 1.72530 -1.30715
C 3.50098 0.52207 -1.44397
Al 2.08529 0.30579 -0.01222
S 2.83555 0.94227 2.07086
C 1.33221 -1.57669 0.13226
C 0.08918 -1.56449 1.06314
C -1.21324 -1.88201 0.32442
C -1.75112 -0.64950 -0.42149
C -2.33735 0.39601 0.53824
O -3.73839 0.62419 0.41042
C -4.16477 1.02846 -0.87540
C -3.33356 2.13106 -1.52078
H 1.15110 4.75679 0.46688
H 2.49418 5.70788 1.05088
H 1.28034 6.47729 -0.00075
H 2.23999 5.52463 -1.93238
H 3.68700 5.50269 -0.92089
H 2.80926 3.20959 -0.07744
H 1.82222 3.18734 -1.53316
H 3.69406 2.86549 -2.91781
H 4.75521 3.78191 -1.83185
H 5.38537 1.48667 -1.87836
H 4.75456 1.85617 -0.25730
H 3.02680 0.61510 -2.42943
H 4.13679 -0.36705 -1.51375
H 0.82091 1.26393 -0.35746
H 4.14818 0.66594 2.03467
H 2.11358 -2.18743 0.59196
H 1.09475 -1.98154 -0.85363
H 0.23092 -2.25758 1.89476
H -0.00381 -0.57096 1.51588
H -1.96343 -2.23394 1.04032
H -1.04605 -2.67818 -0.40268
H -2.48881 -0.99565 -1.14484
H -0.90095 -0.20259 -0.93649
H -2.19938 0.03633 1.55706
H -1.77144 1.32811 0.47689
H -5.18508 1.39681 -0.74259
H -4.24286 0.16908 -1.54472
H -2.43975 1.70130 -1.97618
H -3.90561 2.59551 -2.32155
H -2.99059 2.85487 -0.78642
C -7.36270 -1.05908 -2.08247
Cl -8.29701 0.23267 -1.32646
Cl -8.43456 -2.28866 -2.76436
Cl -6.27958 -0.41314 -3.31222
H -6.75669 -1.52627 -1.31704
C 3.27974 -1.57386 5.11659
Cl 2.75918 -3.25843 5.03430
Cl 2.23985 -0.65234 6.19796
Cl 4.96747 -1.47228 5.64680
H 3.21175 -1.14323 4.12228
C 7.86961 -3.83678 5.13602
Cl 8.30014 -4.02029 6.83874
Cl 9.28450 -3.39667 4.17694
Cl 7.12298 -5.30775 4.51617
H 7.14730 -3.03576 5.05817
C -9.67485 -6.00440 -4.01954
Cl -10.49562 -4.48841 -3.64895
Cl -10.81598 -7.35101 -4.03566
Cl -8.81191 -5.89191 -5.55234
H -8.94911 -6.18958 -3.23906

Entry 3:
DFT (ωB97M-V/def2-TZVPD) results for 3 unconnected molecules or ions with the total composition C17H34BN5O9S at a distorted geometry.

Frontier orbital gap ... 8.64 eV
Energy relative to the best compared isomer or geometry (same formula, charge and spin) ... 0.00 kcal per mole
SMILES string ... CB(O)[C@@]1(CCSc2nnco2)OC(=O)O[C@H]1CON=O.COC[C@@H](C)N.COC[C@@H](C)N
Calculated total energy ... -55565.2782 eV

Element x y z (Å)
C 4.86574 -3.57406 1.61147
B 5.72832 -2.29739 1.93746
O 7.06630 -2.43000 2.09778
C 5.11519 -0.81264 2.11739
C 3.69128 -0.76453 2.71422
C 2.55196 -0.35189 1.76120
S 1.67359 -1.85495 1.22541
C 0.10916 -1.30551 0.70806
N -0.91937 -1.15167 1.40471
N -1.91142 -0.74795 0.54817
C -1.41326 -0.68883 -0.59758
O -0.11966 -1.02202 -0.58811
O 5.94770 -0.28727 3.22602
C 5.88475 1.06405 3.10873
O 5.72471 1.84724 4.00769
O 5.99906 1.35993 1.78816
C 5.49360 0.22793 1.06223
C 6.60157 -0.12444 0.06219
O 7.88057 -0.09291 0.68811
N 8.90013 0.32146 -0.21230
O 8.99781 -0.36626 -1.14802
H 4.55809 -4.01922 2.56150
H 5.44862 -4.33183 1.10542
H 3.95414 -3.34425 1.07109
H 7.27410 -3.22853 2.58938
H 3.64650 -0.15723 3.60395
H 3.46187 -1.77265 3.04641
H 2.88494 0.18848 0.88595
H 1.89426 0.31665 2.29732
H -1.95428 -0.41626 -1.47911
H 4.71173 0.62418 0.42173
H 6.59529 0.65991 -0.68974
H 6.42140 -1.06439 -0.45838
C -3.72056 1.51469 -4.44704
O -2.52599 0.93526 -3.95016
C -1.48146 0.80339 -4.89733
C -0.64602 2.07385 -5.11431
C -1.34318 3.12656 -5.97004
N -0.23694 2.68818 -3.84736
H -3.90330 1.23299 -5.48719
H -3.69809 2.60252 -4.35495
H -4.54460 1.14720 -3.83619
H -0.81982 0.03277 -4.49122
H -1.87325 0.41535 -5.84608
H 0.25969 1.76978 -5.64689
H -2.11698 3.65914 -5.41810
H -0.62296 3.87063 -6.30869
H -1.80027 2.67693 -6.85384
H 0.32014 2.02232 -3.31877
H -1.07257 2.81403 -3.28223
C -6.96501 1.72019 2.24616
O -5.67078 1.23280 2.54078
C -5.63437 0.06440 3.33879
C -5.83296 -1.24941 2.56703
C -7.28435 -1.51134 2.17446
N -4.99451 -1.31580 1.36827
H -7.65817 1.55626 3.07634
H -7.36270 1.26215 1.33705
H -6.88198 2.79274 2.06949
H -4.63397 0.04728 3.77847
H -6.34594 0.14913 4.17137
H -5.52620 -2.05993 3.23494
H -7.59880 -0.89799 1.33039
H -7.40963 -2.55242 1.87718
H -7.96178 -1.31822 3.00954
H -4.01755 -1.24202 1.63652
H -5.15945 -0.46657 0.83508

Number 1: LUMO 0.039 eV. Number 2: LUMO 1.636 eV. Number 3: LUMO -0.228 eV.